# 1
{"formula": "C3H3MnO3", "method": "the ωB97M-V functional and the def2-TZVPD basis", "species": ["O", "Mn", "O", "C", "O", "C", "H", "H", "C", "H"], "coordinates": [[0.66752, 0.00954, 0.61159], [0.95368, -0.99659, 2.29930], [-0.90793, -0.50108, 2.01065], [-0.70211, 0.04741, 0.89182], [-1.44074, 0.30471, -0.04738], [1.01447, 0.60283, -0.66214], [2.02045, 0.23507, -0.93217], [1.02720, 1.69584, -0.49879], [0.06285, 0.14887, -1.68636], [-0.16968, 1.03420, -2.30597]], "multiplicity": 6, "s2": 8.75, "de_lowest_ev": 3.778, "e_tot_ev": -40609.8082, "homo_ev": [-12.34, -12.34], "total_charge": 1}

=====

# 2
{"formula": "C38H68BrClN2O7", "method": "the ωB97M-V functional and the def2-TZVPD basis", "species": ["C", "C", "C", "C", "C", "C", "C", "C", "C", "O", "C", "N", "C", "C", "Br", "C", "C", "C", "C", "C", "C", "O", "N", "C", "C", "C", "Cl", "C", "O", "H", "H", "H", "H", "H", "H", "H", "H", "H", "H", "H", "H", "H", "H", "H", "H", "H", "H", "H", "H", "H", "H", "H", "H", "H", "H", "H", "H", "C", "C", "O", "C", "C", "H", "H", "H", "H", "H", "H", "H", "H", "H", "H", "C", "C", "O", "C", "C", "H", "H", "H", "H", "H", "H", "H", "H", "H", "H", "C", "C", "O", "C", "C", "H", "H", "H", "H", "H", "H", "H", "H", "H", "H", "C", "C", "O", "C", "C", "H", "H", "H", "H", "H", "H", "H", "H", "H", "H"], "coordinates": [[-6.29982, -2.79464, 3.73936], [-5.83022, -3.01324, 2.30546], [-5.62827, -1.70176, 1.54278], [-5.65155, -1.82889, 0.01414], [-4.29783, -1.94361, -0.68004], [-3.49949, -3.21076, -0.37277], [-2.54950, -3.16896, 0.83429], [-1.30964, -2.37690, 0.54443], [-1.15579, -1.02736, 0.82308], [-2.23214, -0.36557, 1.47734], [-2.35861, -0.67060, 2.73273], [-2.53055, -0.96896, 3.82615], [-0.02047, -0.26968, 0.50866], [0.11536, 1.19821, 0.77448], [0.01060, 1.54374, 2.67982], [-0.86310, 2.03369, -0.06204], [-1.01630, 3.49308, 0.35917], [1.05071, -0.91263, -0.09272], [0.95634, -2.26667, -0.32848], [-0.18662, -2.97579, -0.02842], [0.07492, -4.39558, -0.40838], [-0.70453, -5.23674, -0.73103], [1.52508, -4.54549, -0.45027], [2.04895, -4.94203, 0.86930], [3.55128, -4.71649, 1.00285], [3.90788, -4.57368, 2.47807], [5.65037, -4.36195, 2.68979], [1.94271, -3.23261, -0.88965], [2.85514, -3.00979, -1.62266], [-7.04348, -2.00244, 3.79226], [-6.73707, -3.70730, 4.13943], [-5.46741, -2.52790, 4.38784], [-6.57388, -3.60289, 1.76854], [-4.89969, -3.57983, 2.32365], [-6.43002, -1.02776, 1.84621], [-4.70402, -1.21924, 1.86148], [-6.28852, -2.66890, -0.26651], [-6.12941, -0.93117, -0.37985], [-3.71236, -1.04353, -0.48695], [-4.49637, -1.94091, -1.75288], [-4.18837, -4.04581, -0.25197], [-2.88231, -3.44570, -1.24003], [-3.04916, -2.82690, 1.73579], [-2.24276, -4.19541, 1.02220], [1.11717, 1.47531, 0.46384], [-0.50573, 1.96136, -1.08976], [-1.84180, 1.55877, -0.04369], [-1.87214, 3.57836, 1.02467], [-1.25732, 4.10279, -0.50757], [-0.14036, 3.88402, 0.86705], [1.95268, -0.37323, -0.34405], [1.51348, -4.44896, 1.69099], [1.86020, -6.00854, 0.97219], [4.08348, -5.58384, 0.62131], [3.89277, -3.81368, 0.50505], [3.56313, -5.42901, 3.05380], [3.42501, -3.69201, 2.89564], [-5.15861, 7.31434, -1.68506], [-4.47322, 5.96559, -1.55021], [-3.41665, 5.94351, -0.60739], [-3.76616, 6.25863, 0.72847], [-4.79609, 5.32401, 1.33959], [-4.43422, 8.08580, -1.94945], [-5.91855, 7.26820, -2.46549], [-5.65160, 7.61897, -0.76115], [-4.00790, 5.69565, -2.49861], [-5.20701, 5.18331, -1.32460], [-4.10001, 7.29969, 0.80429], [-2.83180, 6.18704, 1.28680], [-5.75441, 5.37251, 0.82116], [-4.96982, 5.59275, 2.38172], [-4.44611, 4.29109, 1.30052], [1.84581, 6.88427, -4.00754], [1.14621, 5.88263, -3.10487], [1.62779, 5.86375, -1.77385], [1.51407, 7.07900, -1.05342], [0.08839, 7.58261, -0.91099], [2.92007, 6.69677, -4.02573], [1.46055, 6.80031, -5.02415], [1.68957, 7.91225, -3.67843], [1.31619, 4.87253, -3.47886], [0.06217, 6.04641, -3.11905], [2.15241, 7.85212, -1.49670], [1.92712, 6.86000, -0.06853], [-0.35980, 7.82706, -1.87483], [0.06710, 8.48424, -0.29788], [-0.53758, 6.82183, -0.44171], [4.85130, -4.31689, -6.93936], [5.96659, -5.03422, -6.19725], [6.56792, -4.26859, -5.17159], [5.70677, -3.84494, -4.12704], [5.03272, -4.97399, -3.36959], [5.21710, -3.38243, -7.36705], [4.47724, -4.94686, -7.74723], [4.01006, -4.08130, -6.28647], [6.77763, -5.26346, -6.88905], [5.60729, -5.99208, -5.80332], [4.95626, -3.14365, -4.50945], [6.34585, -3.27915, -3.44913], [4.36900, -5.55946, -4.00813], [4.43349, -4.56605, -2.55747], [5.77891, -5.65371, -2.95371], [3.45827, -2.40733, 5.63960], [4.28872, -2.22632, 4.38034], [3.53672, -1.84453, 3.24008], [2.83540, -0.61351, 3.33630], [3.72117, 0.59655, 3.57844], [2.67068, -3.14425, 5.47522], [4.09366, -2.75424, 6.45492], [2.98551, -1.47855, 5.96096], [4.75110, -3.17483, 4.10625], [5.10410, -1.51643, 4.55638], [2.05147, -0.67612, 4.09874], [2.32525, -0.50336, 2.37828], [4.24130, 0.53955, 4.53512], [3.11582, 1.50301, 3.58299], [4.47420, 0.68139, 2.79334]], "smiles": "CCCCCCCc1c(OC#N)c([C@H](Br)CC)cc2c1C(=O)N(CCCCl)C2=O.CCOCC.CCOCC.CCOCC.CCOCC", "multiplicity": 1, "de_lowest_ev": 0.000, "e_tot_ev": -140383.8925, "homo_ev": -9.35}

=====

# 3
{"formula": "C10H27N8O11V", "method": "the ωB97M-V functional and the def2-TZVPD basis", "species": ["V", "C", "O", "O", "O", "N", "O", "O", "O", "C", "O", "C", "C", "N", "C", "C", "O", "C", "H", "H", "H", "H", "H", "H", "H", "H", "H", "H", "H", "H", "H", "H", "H", "C", "O", "N", "N", "H", "H", "H", "H", "C", "O", "N", "N", "H", "H", "H", "H", "C", "O", "N", "N", "H", "H", "H", "H"], "coordinates": [[-1.14460, -0.61267, 0.71848], [-2.87094, -0.12304, 2.27051], [-1.67776, 0.14814, 2.76211], [-2.99902, 0.50937, 1.11061], [-2.82702, -1.41507, 1.92005], [0.76542, -1.21873, -2.02213], [1.88956, -1.73142, -2.00941], [0.21855, -0.96190, -0.90857], [0.14943, -0.98789, -3.05877], [2.14466, 1.91536, -3.07145], [1.19864, 1.76467, -2.02017], [-0.06785, 2.30344, -2.34432], [-1.10490, 1.83360, -1.32264], [-0.60432, 1.43617, 0.03620], [-0.59048, 2.62030, 0.94475], [0.59834, 3.59340, 0.84454], [1.76558, 2.80716, 0.63448], [2.82732, 3.58314, 0.12901], [2.08269, 2.95552, -3.40171], [2.05422, 1.14058, -3.83534], [3.10295, 1.71971, -2.58518], [-0.37000, 1.98175, -3.34755], [0.03932, 3.39875, -2.41018], [-1.63710, 0.99333, -1.76867], [-1.84927, 2.63116, -1.25587], [0.39109, 1.47833, -0.23314], [-0.50520, 2.13423, 1.92205], [-1.52812, 3.17222, 0.92472], [0.77155, 4.02883, 1.83231], [0.28511, 4.31223, 0.07939], [3.68267, 2.94616, -0.08201], [3.14595, 4.39325, 0.80049], [2.52157, 4.11464, -0.77934], [0.05215, -3.78143, 0.81438], [-0.50947, -2.72077, 1.06969], [-0.32008, -4.96913, 1.39287], [1.05044, -3.87247, -0.09837], [0.26541, -5.75773, 1.18629], [-0.81238, -4.92601, 2.26724], [1.66335, -4.66453, -0.12589], [1.28850, -3.02729, -0.60783], [1.51487, -0.16811, 2.69023], [0.73500, -0.23547, 1.75548], [2.32652, 0.89130, 2.88543], [1.71805, -1.20789, 3.54862], [3.09004, 0.89291, 3.53647], [2.28859, 1.71642, 2.30440], [2.47405, -1.22568, 4.20457], [1.16818, -2.03460, 3.39969], [-3.18919, -2.30703, -1.16960], [-2.45160, -1.44665, -0.73447], [-3.66761, -3.27719, -0.32265], [-3.38665, -2.56975, -2.48498], [-4.37255, -3.93401, -0.60913], [-3.75794, -2.94802, 0.63592], [-4.05391, -3.25581, -2.78380], [-2.97182, -2.03577, -3.22781]], "multiplicity": 3, "s2": 2.01, "e_tot_ev": -70936.0285, "homo_ev": [-7.14, -7.12]}

=====

# 4
{"formula": "CH4N4", "method": "the ωB97M-V functional and the def2-TZVPD basis", "species": ["N", "C", "N", "N", "N", "H", "H", "H", "H"], "coordinates": [[-0.96334, 1.18305, 0.07561], [1.53785, -0.32921, 0.11490], [-1.82640, 0.29749, 0.19348], [0.56502, -0.56291, -0.63716], [-1.83502, -0.86938, 0.29765], [-1.04036, 1.75811, -0.75864], [-0.47303, -1.10742, -0.15423], [1.56649, -0.39581, 1.20782], [2.46881, 0.02608, -0.33942]], "multiplicity": 1, "de_lowest_ev": 5.932, "e_tot_ev": -7057.0532, "homo_ev": [-8.92, -8.92]}

=====

# 5
{"formula": "C4H10N2", "method": "the ωB97M-V functional and the def2-TZVPD basis", "species": ["C", "C", "C", "N", "C", "N", "H", "H", "H", "H", "H", "H", "H", "H", "H", "H"], "coordinates": [[0.45692, 2.26300, -0.86521], [0.90910, 1.23744, 0.07625], [0.35012, -0.17875, -0.18048], [0.33136, -0.98523, 1.08060], [-0.81220, -1.59597, 0.98784], [-1.02796, -2.96158, 0.66357], [0.25001, 3.19458, -0.34202], [1.14911, 2.48508, -1.64848], [-0.57942, 2.03617, -1.42325], [1.96798, 1.25251, 0.18356], [0.63131, 1.51376, 1.13703], [0.91560, -0.65810, -1.00697], [-0.61454, -0.00254, -0.54920], [-1.77198, -1.05360, 1.14227], [-1.95368, -3.13300, 0.37283], [-0.20173, -3.41379, 0.37165]], "smiles": "CCC/N=C/N", "multiplicity": 1, "de_lowest_ev": 2.802, "e_tot_ev": -7287.8173, "homo_ev": -7.74}